Below is 2 unconnected molecules or ions with the total composition C4H8O, with properties calculated with ωB97M-V/def2-TZVPD.

## Properties
ΔE to the lowest compared entry with this formula, charge and spin = 39.85 kcal per mole
structure (SMILES) = C1=CCC1.O
LUMO level = 1.0 eV

Geometry (Å):
1 C 0.32 -0.85 -0.45
2 C -0.71 -0.19 -0.99
3 C -1.38 0.10 0.34
4 C -0.17 -0.67 0.97
5 H 1.19 -1.35 -0.86
6 H -0.99 0.05 -2.01
7 H -1.46 1.15 0.63
8 H -2.34 -0.39 0.48
9 H 0.47 -0.06 1.62
10 H -0.43 -1.59 1.51
11 O 2.11 1.39 -0.67
12 H 2.20 1.27 0.28
13 H 1.19 1.14 -0.86

natural (NBO) population analysis, charges in e, atoms 1 to 4: atom 1 (C): -0.184, atom 2 (C): -0.218, atom 3 (C): -0.423, atom 4 (C): -0.427

***

Below is a molecular structure, C35H38N4O3PPtS, with properties calculated with ωB97M-V/def2-TZVPD.

## Properties
multiplicity = 3
expectation value of S² = 2.006
total charge = +1
LUMO level (alpha / beta) = -2.4 / -4.3 eV

Geometry (Å):
1 Pt 0.51 -0.35 0.26
2 C 3.33 -0.56 7.62
3 C 2.69 -0.01 6.38
4 C 1.55 0.79 6.45
5 C 0.97 1.30 5.30
6 C 1.53 1.00 4.07
7 C 2.66 0.20 3.97
8 C 3.23 -0.30 5.13
9 S 0.78 1.62 2.60
10 O -0.01 2.77 2.93
11 O 1.83 1.71 1.60
12 N -0.15 0.40 2.06
13 C -1.53 0.42 1.87
14 C -2.51 1.04 2.64
15 C -3.82 0.87 2.23
16 C -4.12 0.11 1.10
17 C -3.08 -0.45 0.39
18 N -1.81 -0.30 0.77
19 H 2.78 -0.25 8.52
20 H 4.36 -0.21 7.72
21 H 3.36 -1.65 7.60
22 H 1.13 1.03 7.41
23 H 0.10 1.94 5.36
24 H 3.09 -0.01 3.00
25 H 4.12 -0.91 5.06
26 H -2.25 1.63 3.50
27 H -4.62 1.34 2.79
28 H -5.14 -0.03 0.77
29 H -3.24 -1.06 -0.49
30 C 2.81 -2.25 -1.61
31 P 1.53 -2.33 -0.33
32 C 0.35 -3.57 -0.91
33 C 0.45 -4.90 -0.53
34 C -0.46 -5.83 -1.02
35 C -1.46 -5.43 -1.89
36 C -1.56 -4.10 -2.28
37 C -0.66 -3.17 -1.78
38 C 2.32 -2.98 1.16
39 C 3.63 -3.44 1.17
40 C 4.21 -3.90 2.35
41 C 3.47 -3.90 3.52
42 C 2.16 -3.44 3.52
43 C 1.59 -2.98 2.35
44 H 3.20 -3.25 -1.83
45 H 3.63 -1.60 -1.30
46 H 2.36 -1.85 -2.52
47 H 1.23 -5.22 0.16
48 H -0.38 -6.86 -0.71
49 H -2.16 -6.16 -2.27
50 H -2.33 -3.79 -2.96
51 H -0.74 -2.13 -2.08
52 H 4.22 -3.46 0.26
53 H 5.22 -4.26 2.34
54 H 3.91 -4.25 4.44
55 H 1.58 -3.43 4.44
56 H 0.57 -2.60 2.36
57 C 6.66 2.68 -2.52
58 C 5.63 3.79 -2.39
59 N 4.29 3.29 -2.07
60 C 3.79 3.53 -0.72
61 C 4.52 2.73 0.34
62 C 3.59 2.76 -3.10
63 O 3.99 2.75 -4.25
64 C 2.23 2.16 -2.83
65 C 1.19 2.45 -3.71
66 C -0.04 1.85 -3.52
67 C -0.19 0.95 -2.47
68 N 0.82 0.64 -1.66
69 C 2.01 1.23 -1.84
70 H 7.64 3.10 -2.76
71 H 6.39 2.00 -3.32
72 H 6.76 2.12 -1.59
73 H 5.57 4.35 -3.33
74 H 5.90 4.49 -1.60
75 H 2.72 3.33 -0.69
76 H 3.91 4.60 -0.52
77 H 4.49 1.66 0.12
78 H 4.05 2.89 1.31
79 H 5.57 3.02 0.41
80 H 1.36 3.14 -4.52
81 H -0.88 2.06 -4.16
82 H -1.14 0.46 -2.27
83 H 2.79 0.95 -1.14

Mulliken population analysis, charges in e, atoms 1 to 4: atom 1 (Pt): 1.701, atom 2 (C): -1.423, atom 3 (C): 0.839, atom 4 (C): -0.881

***

Below is a single C12H17N3O3S2 molecule, with properties calculated with ωB97M-V/def2-TZVPD.

## Properties
ΔE to the lowest compared entry with this formula, charge and spin = 32.33 kcal per mole
structure (SMILES) = CCCCC(=O)NC(=S)NNS(=O)(=O)c1ccccc1
LUMO level = 0.2 eV

Geometry (Å):
1 C 5.15 2.44 1.49
2 C 4.87 2.62 0.00
3 C 3.97 1.52 -0.58
4 C 2.53 1.61 -0.03
5 C 1.65 0.57 -0.67
6 O 0.85 0.82 -1.55
7 N 1.92 -0.70 -0.22
8 C 1.32 -1.92 -0.41
9 S 2.17 -3.27 -0.03
10 N 0.08 -2.04 -0.96
11 N -0.90 -1.05 -0.95
12 S -1.30 -0.53 0.64
13 O -1.58 -1.71 1.39
14 O -0.28 0.35 1.15
15 C -2.77 0.39 0.27
16 C -4.01 -0.20 0.44
17 C -5.15 0.51 0.11
18 C -5.03 1.80 -0.38
19 C -3.79 2.39 -0.54
20 C -2.64 1.68 -0.21
21 H 5.86 3.20 1.82
22 H 5.57 1.46 1.68
23 H 4.24 2.55 2.07
24 H 5.82 2.59 -0.54
25 H 4.42 3.59 -0.18
26 H 4.40 0.55 -0.35
27 H 3.93 1.63 -1.66
28 H 2.12 2.59 -0.26
29 H 2.52 1.46 1.05
30 H 2.73 -0.79 0.39
31 H -0.29 -2.98 -0.94
32 H -0.56 -0.24 -1.49
33 H -4.05 -1.21 0.82
34 H -6.12 0.06 0.23
35 H -5.92 2.36 -0.64
36 H -3.70 3.40 -0.92
37 H -1.66 2.10 -0.32

natural (NBO) population analysis, charges in e, atoms 1 to 4: atom 1 (C): -0.610, atom 2 (C): -0.390, atom 3 (C): -0.384, atom 4 (C): -0.504

***

Below is a single C4H4O molecule, with properties calculated with ωB97M-V/def2-TZVPD.

## Properties
ΔE to the lowest compared entry with this formula, charge and spin = 35.37 kcal per mole
structure (SMILES) = C#CCC=O
LUMO level = 0.9 eV

Geometry (Å):
1 C 1.98 0.35 0.74
2 C 0.97 -0.12 0.29
3 C -0.29 -0.67 -0.22
4 C -1.31 0.46 -0.38
5 O -2.23 0.63 0.38
6 H 2.87 0.76 1.15
7 H -0.13 -1.15 -1.19
8 H -0.71 -1.40 0.47
9 H -1.14 1.14 -1.24

natural (NBO) population analysis, charges in e, atoms 1 to 4: atom 1 (C): -0.213, atom 2 (C): -0.023, atom 3 (C): -0.582, atom 4 (C): 0.458

***

Below is 2 unconnected molecules or ions with the total composition C5H16N2O in a non-equilibrium geometry, with properties calculated with ωB97M-V/def2-TZVPD.

## Properties
ΔE to the lowest compared entry with this formula, charge and spin = 25.43 kcal per mole
structure (SMILES) = CCNCCCN.O
LUMO level = 0.7 eV

Geometry (Å):
1 C 0.68 1.25 1.48
2 C 0.13 0.07 2.27
3 N -0.61 -0.95 1.50
4 C -1.49 -0.51 0.44
5 C -1.05 -0.93 -0.99
6 C -0.58 0.22 -1.90
7 N -1.55 0.67 -2.90
8 H -0.06 2.01 1.26
9 H 1.50 1.74 2.01
10 H 1.15 0.92 0.55
11 H 0.92 -0.43 2.80
12 H -0.56 0.43 3.05
13 H 0.09 -1.61 1.17
14 H -2.49 -0.93 0.62
15 H -1.60 0.58 0.45
16 H -0.28 -1.70 -0.92
17 H -1.86 -1.45 -1.51
18 H -0.21 1.07 -1.32
19 H 0.30 -0.11 -2.46
20 H -2.19 -0.08 -3.12
21 H -2.11 1.44 -2.55
22 O 3.71 -0.65 -0.26
23 H 3.61 0.05 0.40
24 H 4.54 -1.10 -0.09

natural (NBO) population analysis, charges in e, atoms 1 to 4: atom 1 (C): -0.644, atom 2 (C): -0.216, atom 3 (N): -0.630, atom 4 (C): -0.222

***

Sequential molecular weight output: 72.11, 820.83, 315.42, 68.07, 120.20 g mol⁻¹